# 1
Formula: C20H35N4NiOPS
Source: the OMol25 dataset
Level of theory: ωB97M-V/def2-TZVPD

Calculated values
ΔE to the lowest compared entry with this formula, charge and spin   0.199 eV
HOMO energy (alpha / beta)   -0.0899 / -0.0694 Ha
LUMO level (alpha / beta)   3.0 / 3.0 eV
Spin multiplicity   2
Expectation value of S²   0.762
Net charge   -1
Frontier orbital gap (alpha / beta)   5.44 / 4.88 eV

Structure (XYZ):
```
63
C20H35N4NiOPS (ωB97M-V/def2-TZVPD)
Ni 0.2731 1.4837 1.6392
O -1.1290 2.8509 1.8755
N -2.0287 2.6234 2.7992
C -3.1035 3.4505 2.8264
C -4.0197 3.3913 3.8371
C -3.8752 2.4449 4.8535
C -2.8158 1.5592 4.7736
C -1.8888 1.6244 3.7350
S -0.6067 0.4877 3.5443
H -3.1404 4.1364 1.9949
H -4.8562 4.0775 3.8309
H -4.5780 2.3929 5.6737
H -2.6921 0.7797 5.5101
N 2.7012 0.6065 3.0728
C 3.9633 0.1429 2.9781
C 4.5248 0.7774 1.8945
C 3.5051 1.6010 1.3934
N 2.3994 1.4823 2.1098
H 1.9569 0.3041 3.6847
H 4.3563 -0.5921 3.6602
H 5.5271 0.6605 1.5179
H 3.5265 2.2545 0.5375
C 0.9362 -0.8699 -3.9457
C 1.3097 -0.1329 -2.6585
C 1.3519 1.3792 -2.9088
C 2.7268 -0.5384 -2.2362
P 0.1920 -0.4159 -1.0972
N 0.5527 0.6059 -0.0313
C 0.4970 -2.2252 -0.4957
C 0.6143 -3.3044 -1.5733
C -0.6498 -2.5862 0.4564
C 1.7631 -2.1860 0.3679
C -1.6472 -0.3566 -1.6917
C -2.5033 -0.1847 -0.4292
C -2.1413 -1.5227 -2.5473
C -1.7896 0.9439 -2.4900
H 1.7035 -0.6830 -4.7074
H -0.0159 -0.5223 -4.3496
H 0.8720 -1.9491 -3.7933
H 2.2553 1.6359 -3.4750
H 1.3758 1.8964 -1.9466
H 0.4943 1.7331 -3.4790
H 3.4539 -0.1529 -2.9606
H 2.8503 -1.6209 -2.1926
H 2.9514 -0.1084 -1.2584
H -0.2629 -3.3238 -2.2234
H 0.6986 -4.2859 -1.0906
H 1.5000 -3.1673 -2.1940
H -1.5822 -2.7881 -0.0700
H -0.8048 -1.7825 1.1800
H -0.3827 -3.4927 1.0112
H 2.6795 -2.1474 -0.2191
H 1.8038 -3.0812 1.0005
H 1.7229 -1.3013 1.0067
H -2.7413 -1.1302 0.0551
H -3.4504 0.3053 -0.6829
H -1.9725 0.4497 0.2876
H -2.1773 -2.4582 -1.9887
H -1.5066 -1.6722 -3.4232
H -3.1577 -1.3103 -2.9013
H -1.3344 1.7676 -1.9366
H -2.8519 1.1715 -2.6331
H -1.3330 0.8719 -3.4775
```

These are the Mulliken partial charges, in e, on atoms 1 to 2: number 1, Ni, carries -0.11; number 2, O, carries -0.78



# 2
Formula: C20H36As3O3Pb
Source: the OMol25 dataset
Level of theory: ωB97M-V/def2-TZVPD

Calculated values
ΔE to the lowest compared entry with this formula, charge and spin   0.776 eV
HOMO energy (alpha / beta)   -0.6082 / -0.6159 Ha
LUMO level (alpha / beta)   -10.5 / -11.1 eV
Spin multiplicity   1
Net charge   +3
Frontier orbital gap (alpha / beta)   6.02 / 5.67 eV

Structure (XYZ):
```
63
C20H36As3O3Pb (ωB97M-V/def2-TZVPD)
Pb 0.0519 1.2278 0.9694
C -1.8719 -1.9044 -1.6519
As -0.8066 -1.3475 -0.0780
C -2.0333 -2.0226 1.2814
C 0.5838 -2.7921 0.0636
C 1.8897 -2.7737 -0.7430
C 2.7320 -3.9895 -0.3274
C 2.7380 -1.5279 -0.4178
As 2.1944 0.3089 -1.0126
C 3.8169 1.2359 -0.4199
C 2.5093 0.3313 -2.9613
C 1.6432 -2.7920 -2.2535
As 1.0836 -4.4790 -3.2362
C 0.0318 -5.8016 -2.2265
C 2.7352 -5.4224 -3.6406
H -2.2842 -2.8963 -1.4423
H -1.3010 -1.9331 -2.5794
H -2.7024 -1.2073 -1.7802
H -2.1064 -3.1118 1.2383
H -3.0249 -1.6034 1.0972
H -1.7221 -1.7302 2.2828
H 0.0447 -3.7206 -0.1544
H 0.8478 -2.8113 1.1257
H 3.0428 -3.9059 0.7118
H 3.6339 -4.0603 -0.9354
H 2.1671 -4.9151 -0.4265
H 3.7504 -1.6830 -0.8047
H 2.8201 -1.4566 0.6722
H 4.6921 0.8408 -0.9403
H 3.9654 1.1219 0.6537
H 3.7351 2.2999 -0.6455
H 3.3820 -0.2679 -3.2166
H 2.7045 1.3654 -3.2532
H 1.6426 -0.0189 -3.5194
H 2.5727 -2.5511 -2.7788
H 0.9091 -2.0195 -2.4964
H -0.8631 -5.3825 -1.7736
H 0.6529 -6.2979 -1.4798
H -0.2792 -6.5546 -2.9536
H 3.4840 -4.7452 -4.0464
H 2.5382 -6.1937 -4.3832
H 3.1099 -5.9058 -2.7368
C -3.4632 7.6094 -0.0677
O -3.3050 7.3278 1.3025
C -2.8367 6.1767 1.7303
C -2.7844 6.0550 3.1545
C -2.3722 4.8806 3.7421
C -1.9449 3.7818 2.9903
C -1.6472 2.5117 3.6617
C -2.2303 2.3031 5.0155
O -0.9805 1.5962 3.1607
C -1.8914 3.9243 1.5258
O -1.4043 3.0445 0.7387
C -2.3960 5.1163 0.9566
H -3.9196 8.5982 -0.1098
H -4.1107 6.8702 -0.5510
H -2.4970 7.6314 -0.5875
H -3.0982 6.9026 3.7481
H -2.3740 4.8361 4.8201
H -3.2708 2.6098 5.0760
H -1.6626 2.8873 5.7423
H -2.1418 1.2554 5.2867
H -2.3765 5.1754 -0.1198
```

These are the Mulliken partial charges, in e, on atoms 1 to 2: number 1, Pb, carries 0.93; number 2, C, carries -1.10



# 3
Formula: C20H36BN7O5S
Source: the OMol25 dataset
Level of theory: ωB97M-V/def2-TZVPD

Calculated values
HOMO energy   -0.3276 Ha
LUMO level   0.3 eV
Spin multiplicity   1
SMILES   CCB(O)[C@](C#N)(CCSc1nnco1)[C@@H](C)C#N.CN(C)C=O.CN(C)C=O.CN(C)C=O
Net charge   0
Frontier orbital gap   9.25 eV

Structure (XYZ):
```
70
C20H36BN7O5S (ωB97M-V/def2-TZVPD)
C 4.8643 1.5842 0.3757
C 3.5677 1.0424 1.0170
B 2.7343 0.1879 0.0017
O 3.1625 -1.0952 -0.2725
C 1.3806 0.7137 -0.7565
C 0.3682 0.7561 0.3012
N -0.3623 0.7598 1.1841
C 0.9754 -0.3423 -1.8283
C -0.3389 -0.0923 -2.5846
S -1.7447 -1.0186 -1.9131
C -2.5230 0.2461 -1.0144
N -2.6022 1.5012 -1.3287
N -3.2691 2.1163 -0.2676
C -3.5480 1.1813 0.5650
O -3.1138 -0.0335 0.1668
C 1.5178 2.1198 -1.4064
C 1.7080 3.3021 -0.4391
C 2.6152 2.0912 -2.3878
N 3.4623 2.0799 -3.1569
H 4.6778 2.2008 -0.5034
H 5.4047 2.2043 1.0939
H 5.5277 0.7657 0.0957
H 3.8727 0.3615 1.8194
H 3.0041 1.8501 1.4845
H 2.6180 -1.7474 0.1999
H 0.9068 -1.3207 -1.3553
H 1.7913 -0.3942 -2.5516
H -0.2363 -0.4441 -3.6111
H -0.6419 0.9495 -2.6473
H -4.0611 1.2714 1.5074
H 0.6165 2.3376 -1.9866
H 2.7431 3.4055 -0.1219
H 1.0662 3.1890 0.4334
H 1.4318 4.2241 -0.9495
C -4.8144 5.1436 -0.3100
N -4.9212 6.0608 -1.4279
C -5.7648 7.2367 -1.3177
C -4.2553 5.8576 -2.5817
O -4.3103 6.5987 -3.5452
H -5.7960 4.7310 -0.0639
H -4.4188 5.6613 0.5674
H -4.1468 4.3243 -0.5643
H -6.5425 7.2233 -2.0822
H -5.1768 8.1446 -1.4565
H -6.2259 7.2513 -0.3329
H -3.6442 4.9392 -2.5711
C -1.9292 -5.7039 1.4757
N -2.0235 -4.9432 0.2480
C -2.8811 -3.7694 0.1985
C -1.3327 -5.2755 -0.8584
O -1.3687 -4.6580 -1.9061
H -2.9069 -6.0983 1.7611
H -1.5516 -5.0776 2.2865
H -1.2452 -6.5385 1.3346
H -3.6441 -3.8916 -0.5717
H -2.2825 -2.8960 -0.0498
H -3.3567 -3.6272 1.1657
H -0.7107 -6.1776 -0.7245
C 5.1364 -3.8675 3.3620
N 3.8748 -4.0884 2.6841
C 3.6154 -5.3766 2.0613
C 2.9292 -3.1388 2.6066
O 1.8653 -3.2641 2.0220
H 5.9700 -3.9870 2.6679
H 5.2601 -4.5746 4.1841
H 5.1614 -2.8572 3.7650
H 3.4393 -5.2538 0.9924
H 2.7301 -5.8387 2.4982
H 4.4747 -6.0244 2.2137
H 3.2173 -2.1978 3.1056
```

These are the Mulliken partial charges, in e, on atoms 1 to 2: number 1, C, carries -1.31; number 2, C, carries -0.03



# 4
Formula: C20H36Cl8F12N2O13S4V
Source: the OMol25 dataset
Level of theory: ωB97M-V/def2-TZVPD

Calculated values
HOMO energy (alpha / beta)   -0.1811 / -0.2883 Ha
LUMO level (alpha / beta)   2.1 / 2.1 eV
Spin multiplicity   3
Expectation value of S²   2.025
Net charge   -1
Frontier orbital gap (alpha / beta)   7.06 / 9.97 eV

Structure (XYZ):
```
96
C20H36Cl8F12N2O13S4V (ωB97M-V/def2-TZVPD)
O -1.8676 -17.4967 6.7372
V -0.5603 -18.2571 6.2957
C -3.4722 -20.9332 6.6792
F -4.2711 -21.9356 6.3573
F -3.4810 -20.1126 5.5112
F -4.0148 -20.2591 7.7574
S -1.6423 -21.5278 7.0709
O -1.8067 -22.4366 8.2666
O -1.2034 -22.2141 5.8734
N -0.8524 -20.0448 7.3860
S -0.2498 -20.0800 8.7918
O 0.2978 -21.3580 9.2106
O 0.7874 -19.0915 8.7664
C -1.7123 -19.5048 10.1404
F -2.6049 -20.4646 10.2635
F -1.2364 -19.2424 11.3828
F -2.2419 -18.4494 9.5840
C 1.6312 -15.9766 8.9466
F 1.9405 -14.7182 9.2124
F 2.2954 -16.8130 9.8314
F 0.2723 -16.0542 9.0046
S 2.2657 -16.4078 7.1462
O 3.0184 -15.2699 6.6481
O 2.9268 -17.6830 7.2541
N 0.7647 -16.5995 6.2665
S 0.4608 -15.0477 5.6471
O -1.0063 -15.0000 5.3357
O 0.8319 -13.8489 6.3802
C 1.2793 -15.0576 3.8818
F 0.7149 -15.9827 3.0546
F 1.3115 -13.8590 3.1563
F 2.6024 -15.3684 3.9827
C 1.6422 -20.5860 5.2756
O 0.6634 -19.6333 4.9043
C 0.6977 -19.1577 3.5711
C -0.7298 -18.9220 3.2149
O -1.3684 -18.1233 4.1950
C -2.5258 -17.3962 3.7638
H 1.6286 -21.4217 4.5760
H 1.4277 -20.8727 6.3052
H 2.6157 -20.1048 5.1818
H 1.1791 -19.9052 2.9406
H 1.2752 -18.2363 3.4962
H -1.2969 -19.8361 3.0390
H -0.8792 -18.3249 2.3154
H -3.0053 -16.8784 4.5945
H -3.3187 -18.0671 3.4334
H -2.1832 -16.5958 3.1080
C -0.9790 -27.6458 9.8605
O -0.9125 -26.1737 9.7072
C -2.1198 -25.4733 9.7899
C -2.8176 -25.4199 8.4541
O -3.4940 -26.6671 8.1983
C -4.6291 -26.4814 7.3890
H -1.5317 -27.9523 10.7486
H 0.0611 -27.8692 10.0976
H -1.2648 -28.1928 8.9619
H -1.7941 -24.4818 10.1046
H -2.7880 -25.8980 10.5391
H -2.1079 -25.2296 7.6490
H -3.5888 -24.6498 8.4354
H -5.0006 -27.4027 6.9403
H -4.3529 -25.9220 6.4952
H -5.4098 -25.9492 7.9326
Cl -5.1275 -17.1980 10.2087
C -5.3642 -18.3432 11.5940
C -4.8768 -17.6627 12.8724
Cl -3.1509 -17.2433 12.7687
H -4.9747 -19.3404 11.3894
H -6.4301 -18.5077 11.7514
H -5.0456 -18.2274 13.7894
H -5.5139 -16.7899 13.0153
Cl 2.2377 -22.4464 14.7789
C 2.4082 -22.8301 13.0074
C 1.0549 -22.9753 12.3821
Cl 0.3330 -24.5543 12.8214
H 3.0457 -23.6935 12.8168
H 2.9839 -22.0915 12.4495
H 1.0476 -22.9103 11.2941
H 0.4406 -22.1448 12.7300
Cl 3.4655 -22.1064 9.7013
C 4.4371 -20.9909 8.7782
C 4.5629 -19.6729 9.4227
Cl 5.6846 -19.6819 10.8164
H 3.9498 -20.9835 7.8032
H 5.4328 -21.4242 8.6836
H 3.6468 -19.1347 9.6661
H 5.0458 -18.9934 8.7205
Cl 1.5554 -27.1335 7.5448
C 1.8815 -25.5622 8.3597
C 1.2274 -24.3767 7.6719
Cl 2.1711 -23.8366 6.2182
H 2.9379 -25.4979 8.6206
H 1.4957 -25.6792 9.3724
H 1.1708 -23.4635 8.2643
H 0.2357 -24.7663 7.4420
```

These are the Mulliken partial charges, in e, on atoms 1 to 2: number 1, O, carries -0.70; number 2, V, carries 1.33